[1]
The following is a quantum chemistry calculation of one molecule with the formula C5H8O2, from the OMol25 dataset.

Calculated values
- HOMO energy (eV) = -9.5759
- LUMO level (eV) = 0.715
- DFT total energy (Ha) = -345.780445
- structure (SMILES) = CC(=O)CCC=O
- energy relative to the best compared isomer or geometry (same formula, charge and spin) (kJ/mol) = 64.36
- Kohn-Sham gap (hartree) = 0.3782

Structure (ORCA input):
```
! RIJCOSX wB97M-V def2-TZVPD def2/J DEFGRID3
* xyz 0 1
C -0.541 1.680 1.289
C 0.348 0.537 0.858
O 1.557 0.654 0.828
C -0.313 -0.776 0.457
C -0.313 -0.951 -1.070
C 1.077 -0.832 -1.672
O 1.272 -0.648 -2.849
H -0.744 1.567 2.362
H -0.023 2.629 1.135
H -1.503 1.676 0.767
H 0.270 -1.587 0.908
H -1.336 -0.836 0.843
H -0.692 -1.950 -1.324
H -0.975 -0.238 -1.577
H 1.916 -0.925 -0.955
*
```

[2]
The following is a quantum chemistry calculation of a 11-piece molecular cluster, BF4H20O10 overall at a distorted geometry, from the OMol25 dataset.

Calculated values
- HOMO energy (eV) = -7.7496
- LUMO level (eV) = 2.718
- DFT total energy (Ha) = -1189.061713
- energy relative to the best compared isomer or geometry (same formula, charge and spin) (kJ/mol) = 75.90
- Kohn-Sham gap (hartree) = 0.3847

Structure (ORCA input):
```
! RIJCOSX wB97M-V def2-TZVPD def2/J DEFGRID3
* xyz -1 1
B 24.702 -24.074 -8.555
F 24.226 -22.760 -8.520
F 25.521 -24.245 -9.629
F 25.389 -24.262 -7.377
F 23.707 -24.984 -8.484
O 23.184 -22.404 -11.448
H 22.293 -22.755 -11.445
H 23.638 -22.898 -10.766
O 24.265 -28.092 -7.222
H 24.227 -27.137 -7.176
H 24.292 -28.287 -8.159
O 23.784 -25.306 -5.718
H 24.321 -25.128 -6.490
H 24.341 -25.067 -4.978
O 22.867 -22.717 -5.880
H 23.249 -22.554 -6.742
H 22.801 -23.671 -5.823
O 27.238 -22.323 -5.102
H 27.124 -22.709 -5.970
H 28.025 -22.742 -4.754
O 27.764 -24.730 -8.470
H 26.843 -24.470 -8.492
H 27.916 -25.146 -9.319
O 21.421 -26.280 -9.101
H 22.184 -25.791 -8.792
H 21.785 -27.085 -9.469
O 25.537 -20.449 -8.569
H 25.392 -20.295 -7.635
H 24.829 -21.041 -8.826
O 28.017 -25.657 -5.813
H 27.776 -25.706 -6.738
H 27.260 -26.014 -5.348
O 25.337 -24.129 -3.859
H 25.300 -23.436 -4.518
H 25.580 -23.679 -3.050
*
```

[3]
The following is a quantum chemistry calculation of a 3-piece molecular cluster, C3H8O8 overall at a distorted geometry, from the OMol25 dataset.

Calculated values
- HOMO energy (eV) = -10.4633
- LUMO level (eV) = 0.104
- DFT total energy (Ha) = -721.026818
- structure (SMILES) = O[C@H]1OC1(O)O.O=C(O)O.O
- energy relative to the best compared isomer or geometry (same formula, charge and spin) (kJ/mol) = 1.60
- Kohn-Sham gap (hartree) = 0.3884

Structure (ORCA input):
```
! RIJCOSX wB97M-V def2-TZVPD def2/J DEFGRID3
* xyz 0 1
O 3.597 -1.512 -0.332
C 2.351 -0.900 -0.499
O 1.537 -0.887 0.660
C 2.036 0.315 0.120
O 1.103 1.159 -0.276
O 3.015 0.930 0.816
H 4.242 -0.971 0.258
H 1.804 -1.264 -1.283
H 0.668 0.809 -1.057
H 2.530 1.651 1.266
O -0.657 -0.064 -1.885
C -1.548 -0.090 -1.052
O -1.207 -0.217 0.222
O -2.821 -0.003 -1.259
H -0.262 -0.253 0.516
H -3.351 -0.019 -0.380
O -4.024 0.358 1.205
H -4.628 -0.256 1.578
H -4.384 1.214 1.382
*
```

[4]
The following is a quantum chemistry calculation of an isolated ion of composition C4H9IN and charge +1 at a distorted geometry, from the OMol25 dataset.

Calculated values
- HOMO energy (eV) = -12.7388
- LUMO level (eV) = -3.827
- DFT total energy (Ha) = -509.907435
- energy relative to the best compared isomer or geometry (same formula, charge and spin) (kJ/mol) = 252.22
- Kohn-Sham gap (hartree) = 0.3275

Structure (ORCA input):
```
! RIJCOSX wB97M-V def2-TZVPD def2/J DEFGRID3
* xyz 1 1
C -0.425 -1.033 -0.411
C -0.475 1.061 -0.458
C -1.209 -0.002 0.313
C 0.815 -1.624 0.123
N 0.722 1.647 0.139
I -3.370 -0.010 0.038
H -0.786 -1.347 -1.375
H -0.694 1.295 -1.478
H -1.035 0.041 1.383
H 1.441 -0.930 0.691
H 1.411 -2.074 -0.668
H 0.543 -2.413 0.832
H 1.092 2.381 -0.479
H 1.467 0.935 0.298
H 0.503 2.074 1.052
*
```

[5]
The following is a quantum chemistry calculation of a 2-piece molecular cluster, C33H43O2Si overall at a distorted geometry, from the OMol25 dataset.

Calculated values
- HOMO energy (eV) = -10.7029
- LUMO level (eV) = -4.813
- DFT total energy (Ha) = -1723.018904
- energy relative to the best compared isomer or geometry (same formula, charge and spin) (kJ/mol) = 0.00
- Kohn-Sham gap (hartree) = 0.2164

Structure (ORCA input):
```
! RIJCOSX wB97M-V def2-TZVPD def2/J DEFGRID3
* xyz 1 1
C -5.221 0.372 2.644
C -3.901 -0.187 3.155
C -2.898 0.888 3.582
C -1.464 0.423 3.606
O -1.295 -0.044 2.226
C -0.125 -0.515 1.809
C -0.138 -0.928 0.505
O 0.857 -0.480 2.696
Si 2.542 -0.208 2.397
C 3.001 -0.757 0.689
C 2.635 1.629 2.640
C 3.533 -1.177 3.719
C 4.003 -2.527 3.152
C 2.682 -1.423 4.977
C 4.756 -0.326 4.091
H -5.867 -0.448 2.320
H -5.755 0.931 3.419
H -5.065 1.035 1.788
H -4.085 -0.842 4.018
H -3.429 -0.801 2.382
H -2.965 1.748 2.898
H -3.167 1.261 4.577
H -0.775 1.254 3.800
H -1.289 -0.420 4.284
H 0.760 -1.349 0.078
H -1.132 -1.243 0.217
H 4.065 -0.538 0.516
H 2.851 -1.835 0.544
H 2.430 -0.211 -0.074
H 3.629 2.003 2.354
H 1.886 2.131 2.008
H 2.440 1.905 3.687
H 4.642 -2.402 2.270
H 4.587 -3.059 3.916
H 3.156 -3.170 2.879
H 2.297 -0.488 5.407
H 1.838 -2.096 4.775
H 3.307 -1.904 5.745
H 4.466 0.633 4.538
H 5.373 -0.863 4.827
H 5.391 -0.120 3.219
C 1.426 0.711 -7.499
C 1.096 1.735 -6.600
C 0.533 1.432 -5.362
C 0.287 0.088 -4.988
C -0.285 -0.234 -3.680
C -0.057 0.634 -2.585
C -0.858 0.722 -1.452
C -0.989 1.932 -0.670
C -2.068 2.068 0.238
C -2.283 3.262 0.918
C -1.437 4.358 0.702
C -0.358 4.237 -0.181
C -0.116 3.035 -0.845
C -1.125 -1.420 -3.540
C -1.145 -2.159 -2.344
C -1.969 -3.268 -2.183
C -2.829 -3.656 -3.220
C -2.807 -2.952 -4.432
C -1.956 -1.866 -4.598
C 0.632 -0.934 -5.907
C 1.196 -0.627 -7.143
H 1.874 0.951 -8.464
H 1.271 2.779 -6.869
H 0.237 2.232 -4.678
H 0.764 1.346 -2.704
H -1.656 -0.008 -1.317
H -2.760 1.231 0.346
H -3.134 3.348 1.598
H -1.636 5.305 1.205
H 0.293 5.092 -0.369
H 0.734 2.945 -1.522
H -0.494 -1.843 -1.536
H -1.946 -3.822 -1.241
H -3.490 -4.515 -3.086
H -3.460 -3.254 -5.251
H -1.940 -1.329 -5.547
H 0.453 -1.978 -5.639
H 1.444 -1.432 -7.834
*
```